C6H15IN4OS | ωB97M-V/def2-TZVPD

charge: 0
electronic energy: -33404.3895 eV
HOMO-LUMO gap: 7.7 eV
relative energy (zero: lowest compared OMol25 entry of this formula, charge and spin): 0.0 kcal per mole
LUMO: -0.0389 Ha

The geometry in XYZ format:
```
28
Properties=species:S:1:pos:R:3:nbo_charge:R:1
C -1.17 1.52 1.09 0.004
C -2.20 -1.64 1.38 -0.050
C -0.66 0.12 0.96 -0.145
C 1.62 1.12 0.25 -0.626
C 1.17 -1.36 0.25 -0.642
C 0.50 0.01 0.00 -0.222
N -0.57 -3.33 -2.96 -0.949
N -0.93 2.14 2.19 -0.213
N -1.70 -0.78 0.56 -0.402
N -1.38 3.43 2.30 -0.656
O 0.75 -1.33 -3.80 -0.878
S 0.68 -2.43 -2.81 1.462
I 2.97 1.47 -3.40 -0.138
H -1.85 1.80 0.32 0.171
H 1.84 0.35 -3.25 0.123
H -3.14 -2.13 0.87 0.188
H -1.81 -1.80 2.28 0.157
H -0.19 -0.18 1.93 0.181
H 1.72 1.03 1.35 0.219
H 1.29 2.15 -0.20 0.228
H 2.47 0.59 -0.26 0.219
H 1.64 -1.63 1.31 0.217
H 2.16 -1.50 -0.39 0.207
H 0.50 -2.22 0.05 0.217
H 0.11 -0.09 -1.04 0.203
H -1.39 -3.19 -3.41 0.387
H -1.52 3.91 1.36 0.352
H -0.89 3.98 3.07 0.383
```



C7H15N4 | ωB97M-V/def2-TZVPD

SMILES string: [H]/N=C(/N(C)C=C)N([NH3+])/C=C/C
charge: +1
electronic energy: -13452.7913 eV
HOMO-LUMO gap: 8.8 eV
relative energy (zero: lowest compared OMol25 entry of this formula, charge and spin): 81.0 kcal per mole
LUMO: -0.1283 Ha

The geometry in XYZ format:
```
26
Properties=species:S:1:pos:R:3:nbo_charge:R:1
C -2.20 -2.00 0.92 -0.412
C 1.68 -0.75 -0.51 -0.157
C -1.36 -0.99 0.80 -0.027
C 1.74 0.19 0.43 -0.116
C -0.75 1.12 -0.18 0.676
C 2.71 -1.80 -0.69 -0.640
C -2.59 -0.01 -1.09 -0.415
N -0.99 2.18 -0.79 -0.755
N -1.51 0.05 -0.12 -0.435
N 0.71 1.08 0.78 -0.352
N 1.12 2.42 1.05 -0.526
H -2.02 -2.77 1.65 0.230
H -3.09 -2.12 0.33 0.212
H 0.82 -0.81 -1.17 0.210
H -0.49 -0.90 1.43 0.224
H 2.59 0.25 1.09 0.203
H 2.27 -2.78 -0.50 0.237
H 3.09 -1.80 -1.71 0.237
H 3.54 -1.66 0.00 0.219
H -2.36 0.67 -1.91 0.246
H -2.67 -1.02 -1.48 0.223
H -3.53 0.30 -0.65 0.225
H -0.31 2.87 -1.07 0.375
H 2.06 2.65 0.68 0.433
H 1.12 2.59 2.08 0.441
H 0.41 3.05 0.61 0.444
```



C50H73BrI2N16O6P | ωB97M-V/def2-TZVPD

charge: +1
electronic energy: -184674.7831 eV
HOMO-LUMO gap: 7.1 eV
LUMO: -0.1523 Ha

The geometry in XYZ format:
```
149
Properties=species:S:1:pos:R:3:lowdin_charge:R:1
N 6.13 -7.63 0.24 -0.021
C 5.49 -6.48 0.93 -0.295
C 6.28 -5.09 0.80 -0.160
C 5.40 -3.87 0.24 -0.100
C 4.09 -3.53 1.08 -0.125
C 2.68 -3.29 0.30 -0.291
C 2.10 -4.67 -0.29 -0.133
C 2.62 -5.05 -1.76 -0.265
C 3.25 -6.52 -1.90 -0.640
I 2.08 -8.11 -1.00 0.765
O 2.63 -2.08 -0.49 0.013
C 1.44 -1.98 -1.27 -0.309
O 1.55 -2.18 -2.52 0.115
C 0.00 -1.61 -0.72 -0.082
C -0.41 -0.10 -0.53 -0.010
C -1.82 0.33 -0.03 -0.040
C -2.95 -0.70 0.31 -0.020
C -2.54 -2.22 0.13 -0.037
C -1.12 -2.65 -0.37 -0.031
C 1.84 -2.91 1.65 0.154
N 2.64 -2.47 2.63 -0.035
C 1.98 -2.07 3.91 -0.134
C 1.79 -0.48 4.05 -0.262
C 1.04 0.22 2.81 -0.613
I 1.76 2.28 2.53 0.743
C 4.11 -2.42 2.23 -0.266
C 4.29 -0.86 1.86 -0.102
C 5.61 -0.50 1.05 -0.697
O 5.51 -0.48 -0.21 -0.025
Br 7.38 -0.09 1.82 0.737
P 5.19 -2.76 3.79 0.715
O 6.68 -2.94 3.43 -0.317
O 5.13 -1.49 4.93 -0.163
O 4.61 -4.25 4.43 -0.156
H 6.51 -7.37 -0.68 0.064
H 5.41 -8.36 0.11 0.052
H 4.38 -6.39 0.60 0.057
H 5.44 -6.72 2.07 0.124
H 7.12 -5.27 0.02 0.127
H 6.81 -4.89 1.79 0.102
H 6.11 -2.99 0.06 0.117
H 5.04 -4.19 -0.82 0.121
H 3.81 -4.48 1.68 0.150
H 0.95 -4.62 -0.31 0.108
H 2.36 -5.49 0.47 0.084
H 3.35 -4.26 -2.15 0.118
H 1.70 -5.02 -2.47 0.123
H 4.35 -6.47 -1.57 0.038
H 3.28 -6.75 -3.04 0.068
H 0.32 0.75 -0.78 0.101
H -2.12 1.45 0.08 0.062
H -3.99 -0.39 0.64 0.081
H -3.34 -3.00 0.35 0.090
H -0.92 -3.77 -0.49 0.082
H 0.70 -3.02 1.75 0.172
H 2.47 -2.49 4.85 0.109
H 0.91 -2.52 3.90 0.132
H 1.12 -0.30 4.98 0.126
H 2.75 0.10 4.26 0.061
H 1.20 -0.29 1.80 0.012
H -0.07 0.28 3.06 0.065
H 3.41 -0.43 1.26 0.123
H 4.32 -0.23 2.83 0.105
H 4.22 -1.35 5.30 0.058
H 3.98 -4.10 5.18 0.073
C -0.38 3.49 -2.74 -0.092
C -1.49 3.51 -1.74 -0.229
N -2.37 3.52 -0.95 0.101
H -0.70 2.99 -3.65 0.051
H -0.09 4.51 -2.99 0.053
H 0.48 2.96 -2.33 0.043
C 2.53 7.00 -2.03 -0.053
C 2.41 5.57 -2.46 -0.213
N 2.31 4.44 -2.81 0.120
H 1.54 7.42 -1.87 0.063
H 3.10 7.05 -1.09 0.075
H 3.05 7.57 -2.79 0.083
C -1.95 -1.68 6.68 -0.069
C -0.83 -2.66 6.49 -0.245
N 0.05 -3.44 6.34 0.106
H -2.66 -1.77 5.86 0.019
H -2.46 -1.88 7.62 0.086
H -1.55 -0.66 6.69 0.078
C -4.07 -5.43 4.84 -0.052
C -3.70 -4.02 4.50 -0.215
N -3.42 -2.91 4.23 0.118
H -3.61 -6.12 4.12 0.082
H -3.71 -5.68 5.84 0.082
H -5.15 -5.55 4.81 0.084
C -3.55 2.64 -5.63 -0.081
C -2.48 3.68 -5.73 -0.246
N -1.62 4.51 -5.81 0.115
H -3.76 2.42 -4.58 0.077
H -4.46 3.00 -6.10 0.050
H -3.23 1.72 -6.13 0.045
C -7.07 1.34 -0.51 -0.063
C -6.86 -0.12 -0.25 -0.249
N -6.71 -1.28 -0.04 0.101
H -6.12 1.87 -0.42 0.078
H -7.46 1.49 -1.51 0.076
H -7.77 1.76 0.22 0.038
C 4.28 5.57 5.02 -0.096
C 3.72 5.95 3.68 -0.242
N 3.28 6.26 2.62 0.107
H 3.68 4.78 5.46 0.062
H 5.31 5.22 4.90 0.045
H 4.28 6.44 5.68 0.083
C 1.04 9.01 1.81 -0.077
C 0.49 9.40 0.48 -0.253
N 0.06 9.71 -0.58 0.108
H 0.43 8.21 2.25 0.075
H 2.07 8.65 1.70 0.050
H 1.04 9.87 2.49 0.077
C -7.28 4.69 -5.60 -0.068
C -7.08 3.23 -5.35 -0.252
N -6.92 2.07 -5.16 0.117
H -6.33 5.22 -5.50 0.083
H -7.67 4.85 -6.60 0.051
H -7.98 5.10 -4.87 0.069
C 6.23 1.09 7.18 -0.060
C 6.08 2.55 6.86 -0.207
N 5.96 3.69 6.60 0.136
H 6.65 0.97 8.18 0.084
H 5.25 0.60 7.14 0.064
H 6.89 0.62 6.46 0.080
C -0.16 0.61 -6.88 -0.061
C -1.15 0.22 -5.82 -0.252
N -1.92 -0.09 -4.98 0.120
H 0.80 0.12 -6.70 0.081
H -0.53 0.31 -7.86 0.027
H -0.01 1.70 -6.87 0.077
C -10.66 6.67 -6.04 -0.064
C -9.56 6.79 -7.06 -0.254
N -8.70 6.88 -7.86 0.123
H -10.23 6.56 -5.05 0.071
H -11.28 7.57 -6.06 0.080
H -11.28 5.80 -6.26 0.081
C 0.13 -2.93 -9.66 -0.062
C -0.03 -1.46 -9.89 -0.234
N -0.16 -0.30 -10.06 0.121
H 0.57 -3.11 -8.68 0.076
H -0.85 -3.42 -9.70 0.080
H 0.78 -3.36 -10.43 0.080
C -9.03 -0.89 3.14 -0.064
C -8.70 0.54 2.82 -0.237
N -8.43 1.66 2.56 0.117
H -8.59 -1.55 2.39 0.065
H -8.64 -1.14 4.12 0.077
H -10.11 -1.02 3.14 0.080
```



C34H41N3O6SiYb | ωB97M-V/def2-TZVPD

⟨S²⟩: 0.751
charge: -1
electronic energy: -92090.2879 eV
multiplicity: 2
HOMO-LUMO gap (alpha / beta): 7.3 / 7.3 eV
relative energy (zero: lowest compared OMol25 entry of this formula, charge and spin): 10.9 kcal per mole
LUMO (alpha / beta): 0.0926 / 0.0926 Ha

The geometry in XYZ format:
```
86
Properties=species:S:1:pos:R:3:lowdin_spin:R:1
Yb -0.04 -0.28 -0.07 1.001
C -2.03 1.02 2.70 0.000
Si -2.39 2.15 1.20 0.000
C -4.30 2.06 1.00 0.000
C -1.98 3.94 1.79 0.000
N -1.43 1.72 -0.16 -0.001
C -1.46 2.46 -1.29 0.000
C -2.36 3.51 -1.56 0.000
C -2.31 4.28 -2.71 0.000
C -1.35 4.04 -3.67 0.000
C -0.46 2.99 -3.47 0.000
C -0.52 2.22 -2.33 0.000
O 0.35 1.13 -2.14 0.000
C 1.56 1.24 -2.81 0.000
C 1.72 0.65 -4.05 0.000
C 2.93 0.77 -4.72 0.000
C 3.97 1.49 -4.16 0.000
C 3.79 2.10 -2.92 0.000
C 2.59 1.97 -2.24 0.000
H -1.93 1.61 3.61 0.000
H -1.11 0.44 2.57 0.000
H -2.84 0.32 2.86 0.000
H -4.80 2.57 1.82 0.000
H -4.63 1.03 1.01 0.000
H -4.66 2.52 0.08 0.000
H -2.70 4.30 2.53 0.000
H -1.98 4.64 0.96 0.000
H -1.00 3.98 2.25 0.000
H -3.12 3.72 -0.82 0.000
H -3.03 5.07 -2.85 0.000
H -1.29 4.64 -4.57 0.000
H 0.30 2.79 -4.22 0.000
H 0.90 0.12 -4.50 0.000
H 3.06 0.28 -5.67 0.000
H 4.90 1.60 -4.69 0.000
H 4.60 2.68 -2.49 0.000
H 2.44 2.44 -1.28 0.000
C -5.55 -3.90 -3.38 0.000
C -4.79 -2.75 -2.78 0.000
C -5.47 -1.61 -2.38 0.000
C -4.80 -0.50 -1.90 0.000
C -3.42 -0.52 -1.83 0.000
C -2.72 -1.66 -2.19 0.000
N -1.28 -1.63 -2.11 0.000
C -0.59 -1.82 -3.33 0.000
C -1.20 -1.55 -4.55 0.000
C -0.54 -1.84 -5.74 0.000
C 0.72 -2.41 -5.72 0.000
C 1.35 -2.61 -4.51 0.000
C 0.73 -2.29 -3.31 0.000
C 1.56 -2.33 -2.03 0.000
O 2.34 -3.26 -1.86 0.000
O 1.39 -1.31 -1.28 0.001
C -3.40 -2.80 -2.65 0.000
C -2.65 -4.04 -3.05 0.000
H -6.59 -3.62 -3.54 0.000
H -5.53 -4.77 -2.73 0.000
H -5.12 -4.18 -4.34 0.000
H -6.55 -1.58 -2.46 0.000
H -5.34 0.37 -1.58 0.000
H -2.87 0.34 -1.48 0.000
H -0.92 -2.29 -1.42 0.000
H -2.19 -1.12 -4.57 0.000
H -1.03 -1.62 -6.68 0.000
H 1.20 -2.68 -6.65 0.000
H 2.36 -3.00 -4.46 0.000
H -1.71 -4.14 -2.51 0.000
H -2.42 -4.01 -4.12 0.000
H -3.25 -4.93 -2.86 0.000
O -1.96 -2.82 1.93 0.000
N -1.41 -2.12 1.13 0.000
O -0.24 -2.34 0.78 -0.001
O -1.99 -1.15 0.62 -0.001
C 1.69 2.85 1.34 0.000
C 1.57 1.72 2.35 0.000
C 2.72 1.85 3.36 0.000
C 1.58 0.35 1.65 0.000
H 1.63 3.82 1.82 0.000
H 0.90 2.77 0.60 0.000
H 2.66 2.78 0.85 0.000
H 0.63 1.84 2.90 0.000
H 3.68 1.73 2.85 0.000
H 2.66 1.09 4.14 0.000
H 2.70 2.83 3.84 0.000
H 1.55 -0.42 2.45 0.000
H 2.59 0.24 1.21 0.000
```



C31H56O8PrSSb | ωB97M-V/def2-TZVPD

⟨S²⟩: 2.003
charge: +2
electronic energy: -80860.3071 eV
multiplicity: 3
HOMO-LUMO gap (alpha / beta): 3.9 / 4.6 eV
relative energy (zero: lowest compared OMol25 entry of this formula, charge and spin): 0.0 kcal per mole
LUMO (alpha / beta): -0.2295 / -0.2035 Ha

The geometry in XYZ format:
```
98
Properties=species:S:1:pos:R:3:lowdin_spin:R:1
Pr 2.25 1.18 -1.15 2.031
C 4.20 -0.48 1.31 0.000
C 3.35 0.52 2.10 0.000
O 2.97 1.55 1.16 -0.002
C 3.13 2.86 1.76 0.000
C 3.17 3.89 0.71 0.000
O 2.13 3.49 -0.20 -0.003
C 1.43 4.56 -0.94 0.000
C 0.08 4.04 -1.25 0.000
O 0.27 2.65 -1.60 -0.002
C -0.79 2.21 -2.46 0.000
C -0.84 0.73 -2.51 0.000
O 0.49 0.18 -2.58 -0.002
C 0.57 -1.18 -3.10 0.000
C 1.98 -1.51 -3.35 0.000
O 2.68 -1.03 -2.22 -0.003
C 4.01 -1.56 -2.14 0.000
C 4.32 -1.63 -0.70 0.000
O 3.76 -0.50 -0.04 -0.002
H 4.19 -1.49 1.76 0.000
H 5.23 -0.13 1.35 0.000
H 3.91 0.95 2.92 0.000
H 2.40 0.11 2.46 0.000
H 4.10 2.89 2.30 0.000
H 2.33 3.05 2.51 0.000
H 4.15 3.83 0.14 0.000
H 3.00 4.97 0.98 0.000
H 2.07 4.77 -1.87 0.000
H 1.43 5.46 -0.32 0.000
H -0.31 4.53 -2.13 0.000
H -0.62 4.16 -0.41 0.000
H -0.57 2.66 -3.47 0.000
H -1.70 2.68 -2.08 0.000
H -1.38 0.33 -3.38 0.000
H -1.25 0.23 -1.65 0.000
H -0.08 -1.07 -4.01 0.000
H 0.05 -1.82 -2.39 0.000
H 2.40 -0.96 -4.19 0.000
H 2.22 -2.62 -3.42 0.000
H 4.74 -0.81 -2.61 0.000
H 4.02 -2.59 -2.57 0.000
H 5.38 -1.66 -0.51 0.000
H 3.92 -2.57 -0.25 0.000
O 0.77 2.25 -8.29 0.000
C 1.30 3.19 -7.42 0.000
O 0.97 4.36 -7.58 0.000
C 2.21 2.88 -6.26 -0.001
C 2.46 3.90 -5.36 0.000
C 3.17 3.67 -4.22 -0.001
C 3.75 2.40 -4.01 -0.001
S 4.69 2.13 -2.52 -0.014
C 3.65 1.40 -4.98 -0.001
C 2.87 1.64 -6.12 0.000
H 0.87 1.36 -7.88 0.000
H 1.93 4.87 -5.49 0.000
H 3.26 4.37 -3.35 0.000
H 4.22 0.49 -4.88 0.000
H 2.72 0.88 -6.89 0.000
C -2.46 -2.05 5.72 0.000
C -1.53 -1.80 4.49 0.000
C -0.50 -2.93 4.31 0.000
C -0.93 -0.41 4.37 0.000
Sb -2.97 -1.92 2.76 0.000
C -3.31 -4.05 2.06 0.000
C -4.39 -4.05 1.00 0.000
C -1.93 -4.34 1.47 0.000
C -3.69 -4.91 3.28 0.000
C -4.62 -0.44 2.54 0.000
C -4.29 0.76 3.50 0.000
C -4.66 0.06 1.09 0.000
C -5.91 -1.14 2.98 0.000
H -1.86 -2.43 6.59 0.000
H -3.27 -2.73 5.52 0.000
H -2.93 -1.13 6.04 0.000
H 0.13 -2.94 5.22 0.000
H 0.16 -2.88 3.43 0.000
H -0.97 -3.92 4.32 0.000
H 0.00 -0.44 4.96 0.000
H -1.61 0.40 4.72 0.000
H -0.53 -0.30 3.37 0.000
H -4.19 -3.32 0.22 0.000
H -5.39 -3.84 1.48 0.000
H -4.39 -5.10 0.59 0.000
H -1.66 -3.66 0.67 0.000
H -1.94 -5.42 1.11 0.000
H -1.18 -4.17 2.22 0.000
H -4.55 -4.46 3.82 0.000
H -2.91 -4.95 4.03 0.000
H -3.95 -6.00 2.95 0.000
H -3.30 1.21 3.14 0.000
H -4.28 0.42 4.58 0.000
H -5.09 1.50 3.38 0.000
H -3.69 0.46 0.75 0.000
H -5.36 0.90 0.97 0.000
H -5.00 -0.75 0.41 0.000
H -5.97 -1.27 4.07 0.000
H -5.99 -2.13 2.52 0.000
H -6.74 -0.49 2.63 0.000
```



C5H4FNO | ωB97M-V/def2-TZVPD

SMILES string: C=CO/C=C(/F)C#N
charge: 0
electronic energy: -11502.2215 eV
HOMO-LUMO gap: 9.8 eV
relative energy (zero: lowest compared OMol25 entry of this formula, charge and spin): 54.2 kcal per mole
LUMO: 0.0219 Ha

The geometry in XYZ format:
```
12
Properties=species:S:1:pos:R:3:nbo_charge:R:1
C -1.36 -0.43 -1.51 0.211
C -0.66 0.36 -0.69 0.135
C 0.87 0.81 0.94 0.107
C 1.69 0.41 1.87 -0.456
C -1.33 -1.88 -1.51 0.205
H -0.80 1.40 -0.71 0.193
H 0.67 1.88 0.63 0.185
H 1.90 -0.65 2.02 0.224
H 2.19 1.12 2.56 0.220
N -1.24 -3.02 -1.38 -0.266
O 0.21 -0.14 0.20 -0.457
F -2.15 0.15 -2.43 -0.301
```